C4H7NO in the gas phase, computed with wB97M-V/def2-TZVPD.

Last column: Löwdin charge in e.
Cartesian coordinates (Å):
C 1.75098 0.29744 -0.40839  -0.07
N 0.31416 0.31353 -0.28002  -0.16
C -0.64194 1.06464 0.44513  -0.10
C -0.58283 -0.44281 0.53453  -0.23
C -1.50280 -1.27102 -0.29776  -0.23
O -2.01780 -2.30387 0.05425  0.05
H 2.15544 1.31198 -0.36200  0.08
H 1.97889 -0.09268 -1.40905  0.08
H 2.28034 -0.31939 0.33056  0.08
H -0.41751 1.60140 1.37228  0.11
H -1.40287 1.53953 -0.17633  0.11
H -0.30381 -0.86724 1.50416  0.15
H -1.61862 -0.85825 -1.32519  0.13

The total energy comes out at -7796.98693 eV. As for the structure (SMILES): CN1C[C@H]1C=O. As for the energy above the lowest of the compared OMol25 structures with the same formula, charge and spin: 256.41 kJ/mol. Its gap between HOMO and LUMO is 10.04 eV. As for the HOMO energy: -9.1499 eV.